No. 1
{
  "formula": "C11H9Cl4NO2",
  "method": "ωB97M-V/def2-TZVPD",
  "orbital_gap_ev": 6.856,
  "energy_ev": -67225.72185,
  "homo_ev": -9.1515,
  "multiplicity": 1,
  "smiles": "O=C1C(=O)C(Cl)=C(Cl)C(Cl)=C1Cl.CC1=NCCC1",
  "charge": 0,
  "species": ["O", "C", "C", "O", "C", "Cl", "C", "Cl", "C", "Cl", "C", "Cl", "C", "C", "N", "C", "C", "C", "H", "H", "H", "H", "H", "H", "H", "H", "H"],
  "positions_angstrom": [[-0.9523, -2.1992, 2.8403], [-0.3659, -1.1642, 2.5778], [1.1839, -1.1247, 2.4904], [1.8060, -2.1691, 2.4920], [1.8404, 0.1949, 2.5949], [3.5352, 0.1630, 2.5848], [1.1477, 1.3855, 2.5161], [1.9931, 2.8802, 2.5786], [-0.2914, 1.3473, 2.5227], [-1.1486, 2.8241, 2.4674], [-1.0022, 0.1538, 2.5245], [-2.6979, 0.1226, 2.5407], [-2.6248, -4.9670, 1.6414], [-2.4560, -4.2503, 0.3498], [-1.8045, -3.1696, 0.1507], [-1.8437, -2.8346, -1.3661], [-2.5563, -4.0170, -2.0438], [-3.1125, -4.8917, -0.9004], [-3.2339, -5.8632, 1.4956], [-1.6304, -5.2601, 2.0087], [-3.1232, -4.2997, 2.3570], [-2.4300, -1.9117, -1.5265], [-0.8249, -2.6833, -1.7481], [-3.3696, -3.6400, -2.6662], [-1.8601, -4.5936, -2.6644], [-2.8681, -5.9522, -1.0194], [-4.2172, -4.8586, -0.8658]],
  "forces_ev_per_a": [[0.93, 1.51, -0.49], [0.08, -1.12, 0.79], [0.11, -1.57, 0.65], [-0.57, 1.17, -0.25], [-0.38, 1.55, -0.85], [0.38, -0.03, 0.12], [1.62, -1.72, 0.67], [-0.36, -0.28, -0.12], [-1.96, -1.56, -0.36], [0.06, 0.07, 0.06], [0.40, 1.77, -0.10], [-0.35, 0.10, -0.02], [0.17, 0.27, 0.42], [-0.26, 0.02, -1.65], [-0.28, -0.24, -1.49], [-0.42, -0.41, 1.45], [-0.11, -0.24, -0.10], [0.22, 0.65, -0.07], [0.10, 0.14, 0.10], [-0.38, 0.15, 0.16], [0.30, -0.28, 0.05], [0.44, -0.23, 0.34], [-0.26, 0.03, 0.33], [0.15, -0.18, -0.17], [-0.21, 0.16, 0.05], [0.16, 0.13, 0.18], [0.40, 0.14, 0.28]]
}

=====

No. 2
{
  "formula": "C3H5NO2",
  "method": "ωB97M-V/def2-TZVPD",
  "orbital_gap_ev": 10.813,
  "energy_ev": -8775.85987,
  "homo_ev": -10.5388,
  "multiplicity": 1,
  "smiles": "CC(=O)NC=O",
  "charge": 0,
  "species": ["C", "C", "O", "N", "C", "O", "H", "H", "H", "H", "H"],
  "positions_angstrom": [[0.7514, -0.8643, -0.6454], [-0.0969, -0.7161, 0.7206], [-0.0405, -1.5160, 1.6125], [-1.0642, 0.4590, 0.8637], [-0.3920, 1.5242, 0.2153], [-0.2196, 1.5460, -0.9752], [0.0852, -1.3268, -1.3887], [1.5513, -1.5499, -0.3848], [1.2194, -0.0257, -1.1953], [-1.8727, 0.2201, 0.2815], [0.0786, 2.2497, 0.8956]],
  "forces_ev_per_a": [[-0.25, -0.38, 0.78], [0.21, -0.01, -0.37], [0.03, 0.71, -1.14], [0.84, -0.91, -0.26], [0.26, 0.21, -0.67], [-0.54, 1.05, 0.27], [0.09, -0.05, 0.36], [-0.10, -0.33, -0.02], [-0.57, -0.21, 0.99], [0.16, -0.12, 0.09], [-0.12, 0.04, -0.03]]
}

=====

No. 3
{
  "formula": "C15H37N3O4",
  "method": "ωB97M-V/def2-TZVPD",
  "orbital_gap_ev": 9.990,
  "energy_ev": -28813.19730,
  "homo_ev": -9.5846,
  "multiplicity": 1,
  "smiles": "NC(N)(N)COC(=O)OO.CCCCCC.CCCCCC",
  "charge": 0,
  "species": ["N", "C", "N", "N", "C", "O", "C", "O", "O", "O", "H", "H", "H", "H", "H", "H", "H", "H", "H", "C", "C", "C", "C", "C", "C", "H", "H", "H", "H", "H", "H", "H", "H", "H", "H", "H", "H", "H", "H", "C", "C", "C", "C", "C", "C", "H", "H", "H", "H", "H", "H", "H", "H", "H", "H", "H", "H", "H", "H"],
  "positions_angstrom": [[1.5172, -1.7660, 1.8038], [0.3910, -2.0149, 0.9331], [0.7477, -1.4971, -0.3998], [0.0729, -3.4502, 0.9241], [-0.7894, -1.1702, 1.4549], [-1.8829, -1.8809, 2.0304], [-2.8496, -2.2160, 1.1915], [-3.1204, -1.6822, 0.1379], [-3.6770, -3.1942, 1.6949], [-2.9286, -4.2760, 2.2673], [1.3188, -2.1516, 2.7178], [2.3368, -2.2408, 1.4471], [-0.0757, -1.1928, -0.8991], [1.1399, -2.2681, -0.9228], [-0.5225, -3.6683, 0.1345], [0.9396, -3.9482, 0.7698], [-1.1275, -0.4878, 0.6880], [-0.4021, -0.5616, 2.2606], [-2.7664, -4.8424, 1.5026], [4.1347, -2.2939, -2.1105], [4.0123, -0.8064, -1.7895], [3.7206, 0.0565, -3.0147], [4.8023, 0.0304, -4.0964], [6.1927, 0.4507, -3.6233], [6.2523, 1.8871, -3.1114], [4.9640, -2.4995, -2.7884], [4.3076, -2.8736, -1.2011], [3.2191, -2.6672, -2.5774], [4.9242, -0.4631, -1.2930], [3.2027, -0.6676, -1.0703], [3.5542, 1.0865, -2.6888], [2.7764, -0.2709, -3.4621], [4.4919, 0.6896, -4.9130], [4.8635, -0.9725, -4.5287], [6.8889, 0.3436, -4.4591], [6.5477, -0.2298, -2.8447], [5.9349, 2.5885, -3.8855], [7.2687, 2.1519, -2.8173], [5.6115, 2.0325, -2.2408], [-4.0793, 0.4319, 3.4142], [-5.0193, 1.6021, 3.1465], [-5.3174, 1.8056, 1.6618], [-4.0945, 2.1216, 0.7990], [-3.3037, 3.3553, 1.2314], [-4.1103, 4.6493, 1.1677], [-3.1018, 0.5883, 2.9551], [-3.9217, 0.3013, 4.4857], [-4.4929, -0.5010, 3.0246], [-4.5989, 2.5146, 3.5781], [-5.9639, 1.4276, 3.6679], [-6.0588, 2.6022, 1.5542], [-5.7902, 0.9008, 1.2676], [-4.4262, 2.2569, -0.2349], [-3.4253, 1.2564, 0.7856], [-2.4303, 3.4509, 0.5810], [-2.9135, 3.2175, 2.2436], [-4.4810, 4.8260, 0.1561], [-3.4954, 5.5043, 1.4521], [-4.9675, 4.6243, 1.8418]],
  "forces_ev_per_a": [[0.07, -0.05, 0.13], [-0.11, -0.10, -0.54], [-0.07, -0.21, 0.34], [-0.13, 0.20, 0.06], [0.24, 0.65, 0.50], [0.16, -0.69, -0.40], [-0.58, 0.60, -0.64], [0.36, -0.68, 1.04], [0.20, -0.12, -0.49], [0.01, 0.49, 0.50], [0.01, -0.09, 0.16], [0.18, 0.08, -0.06], [-0.12, -0.02, -0.08], [0.22, 0.06, -0.26], [-0.15, -0.02, -0.10], [0.09, -0.17, 0.05], [-0.32, 0.02, -0.19], [0.01, 0.10, 0.20], [-0.09, -0.01, -0.21], [0.02, 0.07, 0.11], [-0.06, -0.06, 0.02], [0.02, 0.04, -0.01], [-0.01, -0.05, 0.00], [-0.01, 0.09, -0.04], [0.06, -0.08, 0.02], [-0.01, -0.02, -0.02], [0.00, -0.03, -0.01], [0.02, 0.00, -0.05], [0.02, 0.01, -0.03], [0.01, 0.04, 0.01], [0.00, 0.00, 0.00], [-0.01, -0.01, 0.02], [0.01, 0.01, -0.01], [-0.01, 0.00, 0.00], [0.02, -0.02, 0.01], [-0.01, -0.02, 0.00], [-0.03, 0.01, 0.01], [0.00, 0.03, 0.00], [-0.01, 0.01, 0.00], [-0.01, 0.07, 0.10], [-0.02, -0.10, -0.06], [-0.02, 0.05, -0.02], [0.04, -0.03, 0.03], [-0.04, 0.05, -0.07], [0.09, -0.03, 0.06], [0.01, -0.02, -0.01], [0.03, -0.04, 0.00], [0.01, 0.00, -0.03], [-0.01, 0.02, -0.02], [0.00, 0.01, 0.02], [0.01, 0.01, -0.01], [0.00, -0.01, 0.02], [0.01, 0.01, -0.01], [-0.03, -0.02, -0.01], [0.02, 0.00, 0.02], [0.00, -0.02, 0.01], [-0.03, -0.01, 0.00], [-0.01, 0.02, -0.01], [-0.02, 0.00, -0.01]]
}

=====

No. 4
{
  "formula": "C25H33GeN5O3Rb",
  "method": "ωB97M-V/def2-TZVPD",
  "orbital_gap_ev": 8.127,
  "energy_ev": -97221.24147,
  "homo_ev": -10.7987,
  "multiplicity": 1,
  "charge": 1,
  "species": ["Rb", "N", "C", "N", "C", "N", "N", "C", "C", "C", "C", "C", "C", "N", "C", "C", "C", "C", "C", "C", "H", "H", "H", "H", "H", "H", "H", "H", "H", "H", "H", "C", "C", "C", "C", "Ge", "C", "C", "C", "C", "H", "H", "H", "H", "H", "H", "H", "H", "H", "H", "H", "H", "H", "H", "H", "H", "H", "H", "H", "O", "C", "C", "C", "O", "O", "H", "H", "H"],
  "positions_angstrom": [[0.1077, -1.3297, -0.0300], [1.8316, -0.0194, 4.6235], [1.0337, -0.1894, 3.5611], [1.3805, -0.1125, 2.3176], [2.7132, 0.1977, 2.0389], [3.2060, 0.3966, 0.8664], [2.2872, 0.4731, -0.1956], [2.7748, -0.0212, -1.2616], [2.0594, 0.0507, -2.5657], [2.8402, 0.1048, -3.7135], [2.2122, 0.2426, -4.9414], [0.8300, 0.2909, -4.9751], [0.1348, 0.1843, -3.7784], [0.7210, 0.0692, -2.5900], [3.6771, 0.2893, 3.1589], [5.0442, 0.5122, 2.9654], [5.8865, 0.6529, 4.0460], [5.3810, 0.5748, 5.3466], [4.0389, 0.3513, 5.5630], [3.1994, 0.2090, 4.4604], [1.4367, -0.0993, 5.5462], [-0.0001, -0.4212, 3.8004], [3.7681, -0.4710, -1.2581], [3.9183, 0.0535, -3.6407], [2.7919, 0.3073, -5.8524], [0.2906, 0.3934, -5.9062], [-0.9500, 0.1809, -3.7804], [5.4136, 0.5739, 1.9521], [6.9420, 0.8269, 3.8891], [6.0455, 0.6890, 6.1925], [3.6416, 0.2845, 6.5680], [-4.5811, 4.5263, 3.1824], [-3.8761, 4.8697, 1.8806], [-2.6768, 3.9731, 1.5953], [-1.9633, 4.3466, 0.2949], [-0.4609, 3.2049, -0.1344], [0.9140, 3.2477, 1.2255], [1.1983, 4.6602, 1.7354], [1.7059, 5.6073, 0.6555], [1.9572, 7.0092, 1.1904], [-5.4393, 5.1747, 3.3585], [-3.9099, 4.6345, 4.0372], [-4.9434, 3.4960, 3.1772], [-3.5403, 5.9113, 1.8986], [-4.5778, 4.7999, 1.0431], [-2.9997, 2.9262, 1.5676], [-1.9737, 4.0386, 2.4340], [-1.5700, 5.3664, 0.3666], [-2.6691, 4.3618, -0.5393], [0.0067, 3.3488, -1.5906], [1.8155, 2.7807, 0.8258], [0.5577, 2.5969, 2.0287], [1.9405, 4.6171, 2.5386], [0.2985, 5.0872, 2.1927], [0.9936, 5.6587, -0.1785], [2.6240, 5.1992, 0.2207], [1.0394, 7.4478, 1.5881], [2.3401, 7.6806, 0.4223], [2.6856, 6.9879, 2.0037], [-0.1428, -5.3594, -0.3484], [0.1466, -4.3842, 0.1227], [-2.7477, 1.5091, -1.7042], [-1.9656, 0.7910, -0.6419], [-2.1587, -0.3810, -0.3710], [-1.0338, 1.4529, 0.0143], [-3.4621, 2.1845, -1.2291], [-3.2991, 0.7875, -2.2997], [-2.0984, 2.1132, -2.3399]],
  "forces_ev_per_a": [[0.68, -0.45, 0.27], [-0.03, 0.02, 0.00], [-0.13, -0.05, -0.09], [0.22, 0.08, -0.03], [0.49, 0.06, 0.18], [-0.68, 0.11, -0.31], [0.63, -0.36, 0.40], [-0.18, 0.20, -0.35], [0.27, -0.07, 0.25], [-0.09, 0.00, -0.14], [0.03, -0.01, 0.02], [-0.03, 0.00, 0.01], [-0.04, -0.01, -0.03], [0.11, 0.05, 0.04], [-0.06, 0.06, -0.03], [-0.07, -0.02, -0.03], [0.00, -0.01, 0.05], [0.05, 0.01, -0.01], [0.02, -0.01, -0.07], [-0.10, -0.02, 0.11], [0.06, 0.01, 0.03], [-0.01, 0.02, -0.03], [0.07, 0.12, -0.05], [0.00, 0.02, 0.02], [0.00, 0.00, 0.00], [0.01, -0.01, 0.00], [0.00, 0.00, 0.02], [0.01, 0.02, 0.01], [0.00, 0.00, 0.00], [0.00, 0.00, -0.01], [-0.02, 0.00, -0.01], [-0.04, -0.04, 0.11], [0.01, 0.07, -0.11], [0.08, -0.05, 0.07], [-0.21, 0.14, -0.01], [0.17, 0.00, -0.11], [0.11, -0.02, 0.10], [-0.03, 0.01, 0.06], [0.07, 0.00, -0.11], [0.02, 0.06, 0.06], [0.01, 0.01, -0.03], [0.02, 0.00, -0.02], [0.01, 0.00, -0.02], [0.00, -0.01, 0.03], [-0.01, -0.03, 0.02], [-0.04, 0.01, -0.04], [0.00, 0.01, -0.01], [0.00, -0.01, 0.00], [0.01, -0.02, 0.00], [0.00, -0.04, -0.01], [-0.02, 0.04, 0.00], [0.00, 0.02, 0.00], [0.01, -0.02, -0.01], [-0.02, -0.01, -0.03], [-0.06, 0.00, 0.05], [0.01, 0.00, 0.04], [0.00, -0.01, -0.02], [-0.01, -0.03, -0.03], [0.00, -0.01, -0.01], [0.04, -0.01, 0.07], [-0.05, -0.31, -0.08], [-0.05, 0.09, -0.02], [-0.01, 0.09, 0.01], [-1.06, 0.43, -0.26], [-0.16, -0.07, 0.06], [0.00, -0.01, 0.02], [0.00, 0.01, 0.00], [0.02, -0.03, 0.02]]
}